# 1
Computed, not measured: a structure of composition C29H35F6N7O4RuS2, with ωB97M-V with the def2-TZVPD basis set.

HOMO (spin up / spin down) in eV: -9.5724 / -9.8190
Total energy in Eh: -3300.38927
Multiplicity: 6
Expectation value of S²: 8.77
Charge: +1

Geometry as XYZ:
```
84
Properties=species:S:1:pos:R:3:forces:R:3:lowdin_charge:R:1
Ru 0.079752 -0.072301 -0.119067 0.09 0.31 -0.40 1.33
S 3.812989 0.224715 -1.627399 0.22 -0.14 -0.21 0.94
S 4.987427 0.961206 0.776104 0.17 -0.03 0.03 0.62
F 4.945207 3.599724 0.330679 -0.09 -0.04 0.00 0.16
F 4.508241 3.000403 2.365689 0.00 -0.07 -0.06 0.13
F 6.055641 -0.934455 -2.499823 -0.10 -0.06 0.02 0.18
F 5.172491 -1.925896 -0.787753 -0.03 0.07 0.08 0.15
F 4.276063 -2.147061 -2.742447 -0.10 0.00 -0.05 0.15
F 6.531266 2.908403 1.619816 -0.03 -0.03 -0.05 0.16
O 1.726593 1.048627 -0.756149 -0.17 -0.11 0.17 -0.38
O 6.229422 0.306327 1.015558 -0.10 -0.03 0.07 -0.24
O 3.801319 0.505925 1.460477 0.07 0.03 -0.09 -0.32
O 3.543607 0.684592 -2.967714 -0.03 0.04 0.08 -0.30
N -1.761722 1.470044 -0.704945 -0.05 0.11 -0.12 -0.27
N 0.765540 -2.356475 -0.401740 0.14 -0.22 0.07 -0.29
N -0.092077 0.083100 2.268004 0.16 0.32 0.23 -0.12
N 1.682102 7.624953 0.551678 0.00 0.17 0.04 0.16
N -0.272285 -0.810697 4.992249 0.02 -0.11 0.01 0.06
N -1.657412 -1.219243 -0.205503 -0.48 -0.54 -0.13 -0.09
N 4.748573 1.150740 -0.805142 -0.10 0.03 0.15 -0.31
C 1.618834 4.180793 1.094376 0.06 -0.10 -0.05 -0.04
C -2.290111 -4.445866 1.577306 0.05 -0.03 0.01 -0.09
C -5.345833 0.552187 -1.232509 0.05 -0.02 0.01 -0.08
C -4.044277 -1.444793 -0.865947 0.04 0.03 -0.01 -0.03
C -2.895853 -0.692894 -0.579448 0.05 0.13 0.07 -0.23
C 0.797487 -2.540616 -1.861388 -0.09 0.07 -0.07 -0.06
C -1.511515 -0.380854 4.242357 0.04 0.00 0.14 -0.07
C 1.097600 -0.334434 3.012730 0.03 -0.09 -0.08 -0.18
C -2.531464 -3.192669 1.035177 -0.02 -0.01 -0.08 -0.06
C -1.290067 -0.595366 2.756320 -0.05 0.03 0.00 -0.19
C 4.928789 -1.324463 -1.941267 0.20 0.07 -0.06 -0.70
C -1.353411 1.762954 -2.096479 -0.01 -0.06 0.00 -0.06
C -2.993168 0.702808 -0.738599 0.11 0.00 0.07 -0.23
C 0.961271 -0.087335 4.502770 -0.12 0.00 0.13 -0.08
C -4.202694 1.310743 -1.035582 -0.03 -0.09 -0.04 -0.03
C -1.546579 -2.512286 0.301951 -0.02 0.03 -0.04 -0.28
C -5.243849 -0.830238 -1.179962 -0.02 0.03 0.00 -0.08
C 2.094395 -2.575387 0.175882 0.02 -0.07 0.06 -0.08
C 5.261206 2.747663 1.290493 0.02 0.12 0.10 -0.66
C -1.864384 2.730974 0.037577 0.00 -0.02 0.09 -0.07
C 1.936511 4.629385 -1.255455 0.01 -0.07 -0.04 0.00
C 1.722887 6.501010 0.323175 0.00 -0.24 -0.06 -0.18
C 1.756449 5.089647 0.048610 -0.01 0.17 0.04 -0.23
C 1.638856 2.825068 0.826936 0.09 0.14 0.04 -0.06
C 1.771094 2.355458 -0.485455 0.06 -0.10 -0.06 -0.44
C 1.949985 3.273479 -1.524660 -0.03 0.27 0.05 -0.01
C -1.058167 -5.065108 1.422617 -0.03 0.03 0.01 -0.09
C -0.283867 -3.132420 0.214215 0.12 0.10 -0.02 -0.23
C -0.052588 -4.391487 0.741766 -0.10 0.04 0.06 -0.03
H -1.278463 0.827893 -2.654845 0.02 0.04 0.01 0.10
H 1.598636 2.105224 1.633004 0.01 -0.02 0.03 0.08
H -0.213792 -2.435293 -2.254058 0.06 0.02 -0.01 0.09
H 0.801389 0.966643 4.734499 0.06 -0.01 -0.02 0.14
H -0.139544 -1.817743 4.856203 -0.01 0.06 0.00 0.19
H -4.248859 2.386075 -1.142865 0.00 0.04 0.00 0.11
H 2.083828 2.912979 -2.535052 0.01 -0.06 -0.01 0.12
H 1.994647 0.152230 2.623209 -0.08 0.02 0.06 0.09
H -0.864349 3.137432 0.201284 -0.08 -0.01 -0.03 0.06
H 1.186480 -3.531231 -2.119816 -0.03 -0.01 -0.02 0.10
H 2.629925 -3.394411 -0.316248 0.00 -0.01 0.04 0.10
H 2.692040 -1.667260 0.092875 0.01 0.01 -0.05 0.04
H -3.493529 -2.728082 1.198411 -0.01 0.00 -0.02 0.11
H -1.191452 -1.661652 2.529763 -0.02 0.05 0.10 0.11
H 1.518366 4.544667 2.107837 0.00 0.01 0.02 0.12
H -0.211047 1.094421 2.331909 0.01 -0.08 0.01 0.11
H -2.093952 2.402657 -2.588674 0.02 0.00 -0.02 0.10
H 1.999314 -2.818030 1.233542 0.04 0.04 -0.02 0.08
H 1.226653 -1.406751 2.833269 0.04 0.00 -0.01 0.12
H 2.062699 5.342401 -2.058288 0.00 0.02 -0.01 0.13
H 1.808997 -0.457570 5.076254 0.04 0.01 -0.05 0.14
H -3.080930 -4.941777 2.124073 -0.02 -0.03 0.02 0.11
H -2.343814 -0.966917 4.629507 -0.02 0.02 -0.06 0.14
H -6.287022 1.030114 -1.460858 -0.03 0.01 -0.01 0.11
H -0.386264 2.266244 -2.097478 -0.05 -0.02 -0.01 0.06
H -1.662620 0.669766 4.494275 -0.03 -0.01 -0.03 0.14
H -0.397918 -0.666128 5.995925 0.01 0.01 -0.06 0.19
H -2.160247 -0.247295 2.197696 0.01 0.00 0.04 0.13
H -2.352217 2.551087 0.997355 0.05 0.00 0.01 0.09
H -0.878490 -6.051503 1.824855 0.00 -0.03 0.01 0.10
H -2.445110 3.486310 -0.502489 -0.03 -0.02 0.02 0.09
H 1.434583 -1.778455 -2.318393 -0.01 -0.04 0.02 0.08
H 0.921213 -4.847676 0.627186 0.04 -0.03 0.00 0.12
H -3.995858 -2.522788 -0.866652 0.02 -0.03 0.01 0.11
H -6.107332 -1.446482 -1.390134 -0.04 0.00 -0.01 0.11
```
Forces are in eV/Å.



# 2
Computed, not measured: the ion C29H35N2O3 with charge +1, with ωB97M-V with the def2-TZVPD basis set.

HOMO in eV: -10.1236
SMILES: COC(=O)[C@H]1CCC/[N+]1=C1\CCCC[C@@H]1[C@H](c1ccc(OC)cc1)c1cn(C)c2ccccc12
Total energy in Eh: -1460.99414
Multiplicity: 1
Charge: +1

Geometry as XYZ:
```
69
Properties=species:S:1:pos:R:3:forces:R:3:lowdin_charge:R:1
O -5.457146 1.106585 -1.277737 -0.01 -0.13 0.74 -0.08
O 0.733625 3.945552 -0.071296 0.59 -1.22 -0.61 0.12
O -0.017816 2.689386 -1.772887 1.32 0.67 0.57 -0.07
N -1.017263 -4.108712 -0.386609 0.41 0.24 0.27 -0.09
N 2.556625 1.889028 0.480543 -0.97 -1.94 1.04 0.01
C -2.474873 -0.023232 0.595498 -1.26 -0.75 0.26 -0.06
C 2.239774 -4.904988 -2.002614 -0.66 -0.06 0.37 -0.08
C -1.530172 0.117484 -0.407991 0.93 0.08 0.04 -0.24
C 2.219797 2.244762 -0.901316 -0.52 0.14 -0.45 -0.12
C 0.598433 -0.273202 3.522458 0.36 0.09 -0.04 -0.18
C 0.993002 -5.210474 -1.415927 0.72 0.05 -0.39 -0.01
C 0.667207 0.338809 0.930953 -2.55 0.95 -0.45 -0.07
C -3.809414 0.322100 0.373942 -0.20 0.79 -1.01 0.01
C -0.246702 -1.969589 -0.355433 -0.03 -0.42 0.20 -0.15
C 3.739892 3.894547 0.023200 -0.05 0.56 0.23 -0.14
C 2.616050 0.916790 2.628805 0.18 -0.94 1.91 -0.10
C 2.042518 -2.514995 -1.394214 0.56 -1.19 0.01 -0.02
C 0.303266 -4.158852 -0.832793 -0.34 0.90 -0.29 -0.16
C -3.204135 0.971187 -1.888558 -0.38 0.54 0.59 0.01
C 0.913875 3.022075 -0.852098 -1.46 1.52 0.31 -0.45
C -1.876209 0.739704 -1.600146 -1.00 -0.71 -0.63 -0.05
C -1.062288 3.698083 -1.879931 -0.30 0.28 -0.03 -0.01
C 2.751591 -3.589664 -1.977197 -0.26 0.62 0.32 -0.08
C 0.812597 -2.816863 -0.820279 -0.81 -0.76 -0.15 -0.13
C -1.342195 -2.805336 -0.110422 1.14 0.40 -0.18 0.02
C 1.987507 0.952501 1.248852 0.56 1.70 -1.06 -0.04
C -4.186642 0.803750 -0.904804 0.13 -0.40 0.65 -0.26
C 3.351397 3.248147 -1.295711 -0.31 -0.60 -0.29 -0.08
C -6.484899 0.971855 -0.270606 0.42 0.02 -0.43 -0.05
C 2.111393 -0.167872 3.625723 -0.03 0.13 -0.30 -0.18
C 3.389409 2.877354 1.113106 1.42 1.62 0.05 -0.14
C -1.972104 -5.211625 -0.403844 0.01 0.18 -0.17 0.00
C 0.170496 -0.509135 2.092424 -0.57 0.13 0.52 -0.19
C -0.138606 -0.480095 -0.369086 0.81 1.03 -0.07 -0.12
H 0.273036 -1.148608 4.088076 -0.19 0.24 0.18 0.12
H 2.987740 3.972417 -2.037593 0.19 -0.30 0.17 0.14
H -2.320024 -0.578130 1.537733 -0.07 0.57 -0.89 0.11
H 2.493933 1.874623 3.202945 -0.16 -0.48 -1.06 0.15
H -4.535577 0.257365 1.176887 0.13 -0.21 -0.14 0.10
H 4.804851 4.137840 0.059090 -0.21 0.05 -0.08 0.12
H 4.196357 2.688737 -1.713761 -0.25 0.08 -0.04 0.13
H 2.869750 3.401759 1.933532 0.02 -0.49 -0.35 0.14
H -3.533768 1.369895 -2.831817 0.04 0.06 -0.29 0.12
H -2.643388 -5.161502 0.458460 0.25 0.01 -0.07 0.10
H -2.329781 -2.569198 0.249861 -0.03 0.03 -0.11 0.13
H -0.907765 -0.384303 2.091473 0.55 -0.34 0.07 0.08
H 3.719535 -3.394068 -2.428388 -0.11 -0.07 0.01 0.10
H 2.631305 -1.127315 3.437293 -0.50 0.33 -0.07 0.13
H 0.390504 -0.134065 -1.287862 -0.38 -0.47 0.57 0.13
H -6.656151 -0.089232 -0.030573 0.03 0.32 -0.09 0.10
H 3.162498 4.809510 0.200605 0.22 -0.22 -0.17 0.12
H -6.209174 1.518273 0.642661 -0.16 -0.06 -0.28 0.09
H -1.438645 -6.162893 -0.395852 -0.07 0.15 0.11 0.09
H 2.417568 -1.487846 -1.325963 0.09 -0.45 -0.33 0.10
H 0.099554 0.629794 3.924126 0.34 -0.34 -0.01 0.13
H 4.318574 2.465676 1.518160 -0.29 -0.27 -0.05 0.13
H -2.580015 -5.160225 -1.311429 0.06 -0.08 0.04 0.10
H -7.365206 1.413350 -0.737702 0.04 -0.14 0.25 0.10
H 2.099814 1.377699 -1.575206 0.32 0.29 0.53 0.17
H -1.140564 0.935539 -2.373306 -0.14 -0.37 0.21 0.12
H 2.799570 -5.703546 -2.505565 -0.20 0.45 0.29 0.11
H 0.546041 -6.208790 -1.451134 0.38 0.32 -0.09 0.11
H -0.567587 4.653558 -2.165685 -0.58 -0.63 0.20 0.11
H 2.366765 0.115221 4.655471 0.24 0.09 -0.36 0.12
H 0.382353 -1.541822 1.833882 0.05 -0.21 0.02 0.12
H 3.716367 0.768255 2.594988 -0.56 0.32 -0.55 0.14
H -0.073186 1.314414 0.702137 2.18 -1.85 1.22 0.21
H -1.744024 3.327487 -2.663980 0.44 0.30 0.41 0.10
H -1.609252 3.815070 -0.915564 0.50 -0.13 -0.77 0.12
```
Forces are in eV/Å.



# 3
Computed, not measured: a structure of composition C29H36Cl3Ge2N8O4Ti, with ωB97M-V with the def2-TZVPD basis set.

HOMO (spin up / spin down) in eV: -13.4348 / -13.5458
Total energy in Eh: -8248.98547
Multiplicity: 2
Expectation value of S²: 0.76
Charge: +2

Geometry as XYZ:
```
83
Properties=species:S:1:pos:R:3:forces:R:3:lowdin_charge:R:1
Ge -0.832709 -0.120728 1.858042 -0.04 -0.18 0.16 1.10
Ge -0.309344 2.209552 2.537799 0.04 -0.14 -0.02 0.72
Ti -0.126900 -0.239186 -1.367491 -0.31 -0.44 -0.73 1.01
Cl 0.444577 -1.336963 -6.019384 0.00 -0.01 0.02 0.67
Cl -0.669935 -3.675443 -4.697821 0.01 -0.02 0.00 0.67
Cl 2.176004 -3.158603 -4.598596 0.04 -0.03 0.01 0.68
O -3.263629 -2.598785 -1.180330 -0.01 0.23 -0.13 0.14
O 1.165335 -1.531504 -2.444299 0.21 0.04 0.35 -0.07
O -0.770972 -0.977053 -3.254015 0.23 -0.05 0.06 -0.10
O -1.256917 -1.973469 -0.726831 0.41 0.14 0.05 -0.10
N -2.433700 -1.729045 -1.110943 -0.01 -0.12 0.14 -0.39
N -3.321286 2.174146 -1.138173 0.01 0.03 -0.04 0.07
N 3.886785 -0.814823 0.035059 -0.02 0.02 0.15 -0.13
N 1.543487 -0.122446 -0.141895 -0.05 0.09 0.27 0.11
N -3.949847 1.293567 -2.018900 -0.07 -0.09 -0.02 0.02
N -4.556392 -0.817200 -2.633835 0.11 -0.04 0.05 0.25
N 6.201647 1.826847 -3.707916 -0.12 0.01 -0.01 0.19
N -2.589354 -0.425799 -1.351241 0.03 -0.03 0.19 0.12
C 1.977243 2.566223 -1.592790 -0.09 -0.03 0.01 -0.04
C 4.465596 -1.249889 1.314300 0.03 0.01 -0.04 0.02
C 4.715590 -0.895757 -1.179877 0.02 0.05 -0.04 0.02
C 2.659152 -0.447868 -0.034865 -0.08 -0.16 -0.18 -0.19
C 0.386419 -1.513098 2.392628 0.05 0.02 0.11 -0.36
C 0.584767 -2.432188 -4.633961 -0.06 0.07 0.06 -1.52
C 1.301124 -3.744092 2.404430 0.05 -0.03 0.02 -0.05
C -3.048509 -1.998456 2.049825 0.04 0.09 -0.02 -0.09
C 0.322086 -1.603284 -3.362426 -0.34 -0.10 -0.46 -0.79
C 3.677133 2.004510 -3.187342 0.04 0.02 0.07 -0.23
C -0.992133 2.094277 4.362233 0.03 -0.03 0.07 -0.23
C 1.005818 1.929758 -2.384565 0.06 0.13 0.00 -0.31
C 0.451202 -2.801363 1.850995 -0.04 0.05 -0.07 -0.11
C -0.371280 1.734725 -1.883235 -0.11 0.27 -0.03 -0.19
C 5.073101 1.936482 -3.517663 0.18 -0.01 0.00 -0.18
C -4.391415 -2.323235 2.159021 0.03 -0.05 0.00 -0.05
C 1.199670 -1.192463 3.485789 -0.07 0.03 -0.02 -0.13
C 1.397088 1.407263 -3.618484 0.03 -0.07 0.00 -0.03
C 3.293856 2.613269 -1.983691 0.01 -0.05 -0.10 -0.01
C 2.073772 -3.425560 3.515883 0.03 -0.06 0.01 -0.05
C 1.625472 2.425087 2.457193 -0.03 0.06 0.01 -0.23
C -4.988591 -0.010704 1.810922 -0.05 0.03 -0.01 -0.06
C -5.354567 -1.332736 2.039313 -0.12 0.00 0.00 -0.04
C -2.662434 -0.672622 1.812324 -0.10 -0.01 0.04 -0.37
C -1.299480 3.569660 1.564896 -0.03 0.01 0.01 -0.23
C -3.719608 -0.026041 -1.986396 0.11 0.16 -0.04 -0.34
C 2.022404 -2.152035 4.060743 0.02 0.02 0.03 -0.07
C -3.650598 0.315956 1.696260 0.15 0.00 0.00 -0.14
C 2.726943 1.425520 -4.017167 -0.06 0.02 0.04 0.01
H -2.370610 3.390628 1.649065 0.01 0.04 -0.03 0.01
H -0.800446 3.046860 4.859177 -0.01 -0.01 0.01 0.04
H 4.107271 -0.648691 -2.045096 -0.01 0.00 -0.03 0.09
H -4.720703 1.619990 -2.583599 -0.03 0.05 -0.02 0.17
H 2.055490 1.902032 1.604952 0.00 0.02 -0.01 -0.01
H 1.857567 3.487848 2.371998 0.02 -0.02 0.01 0.04
H 1.680762 3.025396 -0.657151 -0.01 -0.01 0.03 0.11
H 1.354875 -4.737792 1.978607 -0.02 0.01 0.00 0.12
H -1.077878 4.521694 2.051083 -0.02 0.01 -0.02 0.04
H -0.495089 1.306424 4.929634 -0.04 0.04 0.01 0.02
H 4.037451 3.109582 -1.373752 0.00 -0.02 -0.01 0.13
H 4.806834 -2.279491 1.214273 0.00 0.00 0.03 0.11
H -5.374323 -0.445350 -3.087384 -0.04 -0.03 -0.01 0.14
H 2.075917 2.050319 3.375560 0.03 0.00 -0.02 0.03
H -2.870942 2.910413 -1.668688 0.01 0.01 0.00 0.10
H 3.707671 -1.190186 2.089935 0.00 -0.01 0.04 0.08
H -6.402129 -1.588173 2.138663 0.02 0.00 0.00 0.12
H -3.353269 1.342808 1.518400 -0.04 0.00 0.02 0.06
H -2.302757 -2.772711 2.163808 0.05 -0.04 0.01 0.10
H -5.751602 0.755444 1.746273 0.03 0.00 0.00 0.11
H -1.134932 1.743884 -2.664112 0.05 0.03 0.00 0.08
H -2.066334 1.909268 4.367815 0.02 0.01 0.01 0.03
H -1.019457 3.649312 0.518212 0.01 0.01 -0.01 0.00
H 3.025122 0.989097 -4.961075 -0.01 0.00 0.00 0.13
H -4.689359 -3.346075 2.347470 0.02 0.01 0.00 0.12
H 0.650560 0.975900 -4.272910 -0.01 -0.02 -0.04 0.10
H 5.549291 -0.198974 -1.102106 -0.01 -0.01 0.00 0.10
H 1.177459 -0.193337 3.910420 0.02 -0.04 0.02 0.08
H 2.716587 -4.176084 3.958028 -0.01 0.01 -0.01 0.12
H -0.637891 2.383226 -1.053070 -0.01 0.03 0.01 0.03
H 2.620302 -1.907742 4.929638 -0.01 0.02 -0.02 0.12
H 5.306950 -0.605218 1.564431 0.00 -0.01 0.00 0.11
H -4.020093 2.583078 -0.530726 -0.06 0.04 0.04 0.10
H -0.142947 -3.070264 0.987011 -0.03 0.00 0.05 0.09
H -4.405466 -1.813622 -2.631011 -0.06 -0.01 -0.03 0.12
H 5.089447 -1.913896 -1.277294 0.00 0.01 -0.01 0.11
```
Forces are in eV/Å.